114
Properties=species:S:1:pos:R:3 method="wB97M-V/def2-TZVPD" orbital_gap_ha="0.105 / 0.098" e_above_lowest_kcal_mol=11.92 energy_ha=-6262.1031 multiplicity=1 lumo_energy_ha="0.12341 / 0.12340" molar_mass_g_mol=1124.50 homo_energy_ev="0.50 / 0.70" total_charge=-2
Rb 0.29 -18.86 10.46
O 4.56 -16.69 9.51
C 3.23 -16.74 9.69
O 2.56 -17.77 9.57
C 2.71 -15.39 10.12
C 3.44 -14.23 9.81
C 2.94 -13.06 10.44
C 1.77 -13.12 11.13
C 1.08 -14.33 11.29
N 1.60 -15.42 10.83
C -0.35 -14.30 11.74
O -1.26 -13.85 11.08
O -0.63 -14.88 12.94
H 4.88 -17.59 9.30
H 4.34 -14.24 9.17
H 3.46 -12.13 10.32
H 1.33 -12.21 11.59
O -0.20 -24.05 9.47
C -0.39 -22.82 9.53
N -0.51 -22.06 10.62
C -0.89 -22.78 11.72
O -1.38 -23.92 11.64
C -0.72 -22.22 13.05
C -1.04 -23.05 14.14
C -1.08 -22.51 15.42
C -0.75 -21.17 15.62
C -0.44 -20.40 14.50
N -0.38 -20.93 13.26
C -0.42 -22.10 8.23
C -0.35 -22.99 7.10
C -0.31 -22.45 5.83
C -0.44 -21.07 5.69
C -0.65 -20.31 6.85
N -0.51 -20.83 8.09
H -1.27 -24.10 13.95
H -1.33 -23.13 16.29
H -0.67 -20.73 16.62
H -0.15 -19.35 14.57
H -0.31 -24.05 7.32
H -0.32 -23.05 4.90
H -0.47 -20.58 4.71
H -0.87 -19.24 6.80
Br 3.18 -14.10 4.65
C 1.79 -15.00 5.51
C 1.69 -16.40 5.62
C 0.82 -16.96 6.54
C -0.12 -16.14 7.20
C -0.17 -14.76 6.92
C 0.78 -14.20 6.07
N -0.87 -16.77 8.17
C -1.78 -16.13 8.85
C -2.91 -16.74 9.56
C -4.18 -16.24 9.28
C -5.28 -16.95 9.71
C -5.11 -18.07 10.50
C -3.82 -18.42 10.89
N -2.70 -17.79 10.42
H 2.40 -17.01 5.04
H 0.86 -18.03 6.79
H -0.95 -14.15 7.42
H 0.78 -13.15 5.80
H -1.68 -15.02 8.90
H -4.31 -15.33 8.69
H -6.30 -16.59 9.43
H -5.96 -18.60 10.94
H -3.65 -19.23 11.56
C -3.81 -18.22 15.73
C -3.92 -17.47 14.56
C -2.87 -16.59 14.19
C -1.68 -16.54 14.97
C -1.61 -17.16 16.23
C -2.66 -18.04 16.53
Si -0.15 -15.90 14.14
C 1.00 -14.95 15.28
C 1.85 -15.64 16.16
C 2.81 -14.93 16.89
C 2.82 -13.53 16.86
C 1.89 -12.84 16.05
C 1.01 -13.55 15.25
H -4.55 -18.98 15.96
H -4.75 -17.52 13.86
H -2.88 -16.00 13.24
H -0.83 -16.96 16.96
H -2.61 -18.52 17.51
H 0.68 -17.07 13.62
H 1.75 -16.71 16.31
H 3.56 -15.50 17.45
H 3.60 -12.99 17.39
H 1.75 -11.74 16.07
H 0.28 -13.00 14.68
O 4.71 -17.78 13.67
S 4.30 -19.20 13.41
C 5.44 -19.94 12.26
C 5.06 -21.06 11.54
C 5.94 -21.55 10.56
C 7.19 -20.95 10.37
C 7.55 -19.88 11.18
C 6.68 -19.36 12.14
C 4.65 -20.08 15.00
C 4.35 -21.43 15.04
C 4.27 -22.04 16.29
C 4.56 -21.36 17.46
C 4.98 -20.05 17.35
C 5.01 -19.35 16.14
H 4.07 -21.45 11.74
H 5.60 -22.32 9.88
H 7.86 -21.30 9.63
H 8.54 -19.42 11.02
H 6.94 -18.50 12.76
H 4.12 -21.97 14.14
H 3.98 -23.10 16.30
H 4.50 -21.86 18.44
H 5.17 -19.47 18.24
H 5.33 -18.34 15.99


178
Properties=species:S:1:pos:R:3 method="wB97M-V/def2-TZVPD" smiles="CCCCCCCCCCPCCCCN.CCOP(=O)(OCC)OCC.CCOP(=O)(OCC)OCC.CCOP(=O)(OCC)OCC.CCOP(=O)(OCC)OCC.CCOP(=O)(OCC)OCC" orbital_gap_ha=0.220 energy_ha=-5347.7935 multiplicity=1 lumo_energy_ha=-0.07595 molar_mass_g_mol=1156.17 homo_energy_ev=-8.06
C 5.81 6.24 5.98
C 5.89 7.11 4.58
C 5.37 6.07 3.38
C 6.66 5.05 3.05
C 6.17 3.54 2.62
C 7.04 2.33 3.38
C 6.93 2.54 5.00
C 6.45 1.22 5.85
C 5.23 0.36 5.16
C 4.02 1.24 4.51
P 2.29 0.93 5.32
C 1.10 2.05 4.32
C -0.27 2.48 5.14
C -1.33 3.04 3.98
C -2.09 4.43 4.42
N -1.14 5.50 4.93
H 6.92 5.94 6.25
H 5.29 6.82 6.87
H 5.17 5.28 5.80
H 5.17 8.05 4.66
H 6.99 7.46 4.34
H 4.42 5.48 3.75
H 5.12 6.68 2.41
H 7.18 5.52 2.09
H 7.45 5.08 3.91
H 6.40 3.40 1.46
H 5.01 3.42 2.75
H 8.17 2.46 3.03
H 6.71 1.27 2.98
H 8.03 2.80 5.38
H 6.26 3.44 5.33
H 6.02 1.64 6.88
H 7.39 0.56 6.16
H 4.88 -0.43 5.98
H 5.71 -0.27 4.26
H 4.18 2.40 4.54
H 3.89 0.91 3.37
H 2.01 -0.47 5.12
H 1.68 3.06 4.11
H 0.88 1.54 3.29
H 0.01 3.32 5.92
H -0.77 1.52 5.65
H -2.17 2.23 3.79
H -0.74 3.27 2.97
H -2.63 4.89 3.47
H -2.96 4.22 5.21
H -1.03 5.29 5.97
H -0.20 5.45 4.46
C -2.54 1.79 -2.01
C -1.87 2.78 -1.07
O -2.33 4.10 -1.27
P -3.92 4.40 -0.88
O -3.65 4.55 0.63
O -3.93 6.06 -1.10
C -4.16 6.96 -0.03
C -2.85 7.39 0.61
O -4.21 4.24 -2.58
C -4.28 5.34 -3.48
C -2.92 5.96 -3.77
H -3.61 1.72 -1.81
H -2.11 0.80 -1.91
H -2.44 2.12 -3.05
H -2.04 2.48 -0.03
H -0.79 2.78 -1.25
H -4.86 6.54 0.70
H -4.65 7.84 -0.45
H -2.23 6.53 0.88
H -3.03 7.98 1.51
H -2.26 7.99 -0.09
H -5.00 6.08 -3.13
H -4.68 4.95 -4.42
H -2.39 6.28 -2.87
H -3.04 6.84 -4.41
H -2.27 5.25 -4.27
C 3.35 0.92 -6.45
C 4.23 2.15 -6.31
O 4.02 2.81 -5.07
P 4.49 1.99 -3.71
O 5.99 2.37 -3.85
O 4.23 3.18 -2.58
C 5.29 3.76 -1.82
C 5.84 4.99 -2.52
O 2.82 1.56 -3.55
C 1.90 2.27 -2.74
C 1.51 3.63 -3.31
H 3.63 0.16 -5.72
H 3.46 0.49 -7.45
H 2.30 1.17 -6.28
H 5.28 1.89 -6.41
H 3.98 2.87 -7.10
H 6.08 3.02 -1.62
H 4.88 4.05 -0.85
H 6.10 4.80 -3.56
H 6.73 5.37 -2.01
H 5.08 5.79 -2.53
H 2.27 2.35 -1.71
H 0.99 1.66 -2.68
H 2.37 4.28 -3.51
H 0.85 4.16 -2.61
H 0.99 3.51 -4.26
C -1.82 -7.03 1.25
C -2.07 -5.54 1.38
O -0.99 -4.87 2.01
P 0.44 -4.83 1.17
O 0.02 -3.65 0.27
O 1.31 -3.83 2.19
C 1.77 -2.55 1.78
C 0.75 -1.47 2.12
O 0.91 -6.16 2.18
C 1.66 -6.01 3.38
C 0.87 -5.40 4.53
H -0.98 -7.23 0.58
H -2.70 -7.54 0.85
H -1.57 -7.47 2.22
H -2.26 -5.09 0.40
H -2.96 -5.37 1.99
H 2.02 -2.54 0.71
H 2.69 -2.34 2.32
H -0.25 -1.72 1.76
H 1.04 -0.51 1.70
H 0.66 -1.37 3.21
H 2.59 -5.45 3.19
H 1.97 -7.01 3.68
H 0.41 -4.44 4.28
H 1.51 -5.25 5.40
H 0.04 -6.06 4.81
C -8.57 -6.27 -2.10
C -7.43 -5.37 -2.54
O -7.29 -4.23 -1.70
P -6.81 -4.52 -0.14
O -5.31 -4.65 -0.49
O -6.62 -2.95 0.37
C -5.36 -2.42 0.75
C -4.66 -1.78 -0.43
O -8.49 -4.38 0.26
C -9.10 -3.18 0.72
C -9.25 -2.12 -0.37
H -8.37 -6.71 -1.12
H -8.72 -7.08 -2.81
H -9.50 -5.70 -2.01
H -6.49 -5.92 -2.57
H -7.63 -5.00 -3.55
H -4.74 -3.19 1.23
H -5.54 -1.66 1.52
H -4.62 -2.44 -1.30
H -3.64 -1.48 -0.17
H -5.21 -0.88 -0.76
H -8.56 -2.79 1.59
H -10.10 -3.45 1.07
H -8.31 -1.88 -0.87
H -9.66 -1.20 0.05
H -9.93 -2.48 -1.15
C 0.22 -9.23 -4.99
C 0.89 -8.25 -4.04
O 0.42 -6.92 -4.24
P -1.16 -6.62 -3.86
O -0.89 -6.47 -2.34
O -1.17 -4.97 -4.08
C -1.40 -4.06 -3.00
C -0.09 -3.64 -2.36
O -1.46 -6.78 -5.56
C -1.52 -5.68 -6.45
C -0.16 -5.06 -6.74
H -0.86 -9.30 -4.78
H 0.65 -10.23 -4.88
H 0.32 -8.90 -6.03
H 0.72 -8.54 -3.00
H 1.97 -8.25 -4.22
H -2.10 -4.49 -2.27
H -1.89 -3.18 -3.42
H 0.53 -4.49 -2.09
H -0.27 -3.04 -1.46
H 0.50 -3.04 -3.07
H -2.25 -4.94 -6.11
H -1.92 -6.07 -7.40
H 0.37 -4.74 -5.84
H -0.28 -4.18 -7.39
H 0.49 -5.78 -7.25